(w)
ORCA calculation (wB97M-V/def2-TZVPD) on a 2-piece molecular cluster, C3H10S2 overall.

Computed properties:
LUMO level in eV: 0.250
HOMO level in eV: -8.562
Structure (SMILES): CCC.SS
Orbital gap in hartree: 0.324

ORCA input file:
```
! RIJCOSX wB97M-V def2-TZVPD def2/J DEFGRID3
* xyz 0 1
S 5.45 5.03 1.30
S 3.44 5.30 0.91
H 5.85 4.09 0.44
H 3.04 4.30 0.12
C -1.41 -0.42 -0.44
C -1.06 -1.85 -0.03
C -2.19 -2.85 -0.20
H -1.40 -0.30 -1.51
H -0.88 0.37 0.08
H -2.44 -0.26 -0.09
H -0.73 -1.88 1.02
H -0.18 -2.22 -0.56
H -1.74 -3.79 -0.53
H -2.95 -2.99 0.57
H -2.78 -2.50 -1.08
*
```

(x)
ORCA calculation (wB97M-V/def2-TZVPD) on a 2-piece molecular cluster, C3H10S2 overall.

Computed properties:
LUMO level in eV: 0.623
HOMO level in eV: -8.852
Structure (SMILES): CSS.CC
Orbital gap in hartree: 0.348

ORCA input file:
```
! RIJCOSX wB97M-V def2-TZVPD def2/J DEFGRID3
* xyz 0 1
C 0.97 -3.30 0.39
C 0.70 -2.35 -0.79
H 1.89 -3.83 0.17
H 0.18 -3.99 0.69
H 1.16 -2.71 1.29
H 1.14 -1.36 -0.69
H 1.15 -2.77 -1.69
H -0.36 -2.31 -1.03
C -0.25 3.92 0.54
S -1.67 3.61 -0.57
S -2.63 1.97 0.21
H 0.13 2.98 0.93
H -0.60 4.50 1.39
H 0.49 4.45 -0.04
H -2.29 1.19 -0.79
*
```

Which structure loses on stability? (w) does.

(w)
ORCA calculation (wB97M-V/def2-TZVPD) on a 2-piece molecular cluster, C3H9NO2 overall.

Computed properties:
LUMO level in eV: 0.704
HOMO level in eV: -9.370
Structure (SMILES): CCC(N)=O.O
Orbital gap in hartree: 0.370

ORCA input file:
```
! RIJCOSX wB97M-V def2-TZVPD def2/J DEFGRID3
* xyz 0 1
C 0.06 0.78 -0.88
C -0.35 -0.27 0.17
C 0.02 -1.70 -0.22
N -0.36 -2.10 -1.47
O 0.58 -2.47 0.53
H 1.11 0.87 -1.12
H -0.38 1.71 -0.56
H -0.53 0.49 -1.75
H 0.06 -0.09 1.16
H -1.44 -0.35 0.25
H -0.81 -1.50 -2.13
H -0.26 -3.06 -1.75
H 1.48 2.89 2.51
H 0.08 2.54 2.95
O 0.76 2.27 2.32
*
```

(x)
ORCA calculation (wB97M-V/def2-TZVPD) on a 2-piece molecular cluster, C3H9NO2 overall.

Computed properties:
LUMO level in eV: 0.569
HOMO level in eV: -9.890
Structure (SMILES): CC(N)=O.CO
Orbital gap in hartree: 0.384

ORCA input file:
```
! RIJCOSX wB97M-V def2-TZVPD def2/J DEFGRID3
* xyz 0 1
C -1.84 -1.33 0.76
C -2.05 -0.12 -0.14
O -3.05 0.55 -0.15
N -0.91 0.35 -0.78
H -0.90 1.30 -1.05
H -0.09 -0.24 -0.82
H -0.94 -1.90 0.61
H -2.71 -1.99 0.60
H -1.84 -1.23 1.88
C 2.18 1.05 0.13
O 2.58 0.46 -1.15
H 3.18 -0.27 -0.91
H 1.57 1.89 -0.24
H 1.73 0.16 0.57
H 3.08 1.33 0.68
*
```

(y)
ORCA calculation (wB97M-V/def2-TZVPD) on a 2-piece molecular cluster, C3H9NO2 overall.

Computed properties:
LUMO level in eV: 0.720
HOMO level in eV: -8.851
Structure (SMILES): CC(=O)O.CN
Orbital gap in hartree: 0.352

ORCA input file:
```
! RIJCOSX wB97M-V def2-TZVPD def2/J DEFGRID3
* xyz 0 1
C -0.05 -0.76 2.69
N -1.32 -0.85 1.96
H -1.52 -1.80 1.68
H -2.10 -0.51 2.51
H -0.44 1.72 -1.03
H 0.12 0.28 2.96
H 0.74 -1.09 2.01
H -0.03 -1.42 3.55
C 0.52 0.77 -2.97
C 0.83 0.42 -1.54
O 0.21 1.17 -0.58
O 1.59 -0.44 -1.21
H 1.42 1.20 -3.40
H -0.29 1.47 -3.11
H 0.31 -0.15 -3.51
*
```

(z)
ORCA calculation (wB97M-V/def2-TZVPD) on a 2-piece molecular cluster, C3H9NO2 overall.

Computed properties:
LUMO level in eV: 0.607
HOMO level in eV: -9.035
Structure (SMILES): CC(=O)O.CN
Orbital gap in hartree: 0.354

ORCA input file:
```
! RIJCOSX wB97M-V def2-TZVPD def2/J DEFGRID3
* xyz 0 1
C 1.76 -1.56 1.81
N 0.53 -2.23 2.28
H -0.07 -1.63 2.82
H 0.00 -2.58 1.50
H -3.03 1.89 -0.61
H 1.64 -1.18 0.80
H 2.61 -2.22 1.97
H 1.92 -0.75 2.53
C -0.43 1.33 -2.43
C -1.13 1.61 -1.13
O -2.47 1.62 -1.34
O -0.66 1.93 -0.08
H -0.16 2.24 -2.94
H -1.08 0.63 -2.95
H 0.56 0.90 -2.24
*
```

Which structure loses on stability? (x) does.

(w)
ORCA calculation (wB97M-V/def2-TZVPD) on a 3-piece molecular cluster, C3H9NO2 overall.

Computed properties:
LUMO level in eV: 0.300
HOMO level in eV: -10.039
Structure (SMILES): C=CN=C.O.O
Orbital gap in hartree: 0.380

ORCA input file:
```
! RIJCOSX wB97M-V def2-TZVPD def2/J DEFGRID3
* xyz 0 1
C 0.80 0.37 1.00
C 1.66 0.79 1.94
C 0.92 2.03 -0.52
N 0.10 1.27 0.09
H 0.25 -0.55 1.22
H 1.91 1.85 1.99
H 2.00 0.00 2.59
H 0.64 2.74 -1.30
H 2.03 1.91 -0.29
H -0.53 -1.91 -1.99
H -0.07 -0.47 -0.88
O -0.25 -1.12 -1.55
H -3.06 -1.67 -0.12
H -1.78 -1.88 -0.83
O -2.49 -2.40 -0.39
*
```

(x)
ORCA calculation (wB97M-V/def2-TZVPD) on a 2-piece molecular cluster, C3H9NO2 overall.

Computed properties:
LUMO level in eV: 0.732
HOMO level in eV: -9.738
Structure (SMILES): CNC(C)=O.O
Orbital gap in hartree: 0.385

ORCA input file:
```
! RIJCOSX wB97M-V def2-TZVPD def2/J DEFGRID3
* xyz 0 1
C -2.69 -0.41 0.10
C -0.23 0.09 -0.18
C -0.48 1.60 0.02
H 3.40 -0.97 0.69
H 2.97 -0.23 -0.54
H -2.99 0.03 -0.85
H -3.02 0.27 0.93
H -3.27 -1.28 0.12
H -1.01 -1.70 0.10
H -1.01 2.03 -0.81
H -1.08 1.61 0.99
H 0.44 2.22 0.18
N -1.29 -0.72 0.20
O 3.54 -0.13 0.23
O 0.84 -0.44 -0.47
*
```

(y)
ORCA calculation (wB97M-V/def2-TZVPD) on a 2-piece molecular cluster, C3H9NO2 overall.

Computed properties:
LUMO level in eV: 0.826
HOMO level in eV: -8.862
Structure (SMILES): CC(=O)O.CN
Orbital gap in hartree: 0.356

ORCA input file:
```
! RIJCOSX wB97M-V def2-TZVPD def2/J DEFGRID3
* xyz 0 1
C 2.79 0.73 -1.20
N 1.72 0.86 -0.21
H 0.15 -0.49 1.44
H 1.49 1.81 0.07
H 0.84 0.40 -0.47
H 2.65 -0.17 -1.86
H 3.60 0.44 -0.53
H 2.94 1.63 -1.85
C -2.96 -0.90 0.72
C -1.49 -0.67 0.45
O -0.74 -0.94 1.57
O -1.01 -0.17 -0.52
H -3.40 -0.27 -0.05
H -3.17 -0.39 1.69
H -3.42 -1.86 0.76
*
```

Which structure loses on stability? (w) does.

(w)
ORCA calculation (wB97M-V/def2-TZVPD) on a 2-piece molecular cluster, C3H9NO2 overall.

Computed properties:
LUMO level in eV: 0.401
HOMO level in eV: -8.731
Structure (SMILES): CC(=O)O.CN
Orbital gap in hartree: 0.336

ORCA input file:
```
! RIJCOSX wB97M-V def2-TZVPD def2/J DEFGRID3
* xyz 0 1
C 1.12 -1.41 0.87
N 1.44 -0.40 1.87
H -1.67 2.06 0.76
H 1.76 -0.57 2.80
H 1.83 0.32 1.42
H 1.84 -1.54 0.06
H 0.30 -1.03 0.17
H 1.01 -2.50 1.11
C -0.73 0.80 -1.84
C -1.58 0.40 -0.64
O -1.96 1.71 -0.31
O -1.91 -0.67 -0.13
H -0.01 1.51 -1.43
H -1.34 1.37 -2.51
H -0.09 -0.05 -2.23
*
```

(x)
ORCA calculation (wB97M-V/def2-TZVPD) on a 2-piece molecular cluster, C3H9NO2 overall.

Computed properties:
LUMO level in eV: 0.835
HOMO level in eV: -9.801
Structure (SMILES): NC=O.CCO
Orbital gap in hartree: 0.391

ORCA input file:
```
! RIJCOSX wB97M-V def2-TZVPD def2/J DEFGRID3
* xyz 0 1
C -1.80 1.43 0.33
O -0.46 1.21 0.65
C -2.50 0.15 -0.11
H -1.93 2.18 -0.46
H -2.29 1.83 1.22
H 0.02 0.78 -0.07
H -1.96 -0.26 -0.97
H -3.54 0.24 -0.41
H -2.43 -0.58 0.69
C 1.65 -0.79 0.10
N 1.70 -2.10 -0.26
O 1.69 0.12 -0.69
H 1.58 -0.68 1.20
H 1.86 -2.32 -1.22
H 1.72 -2.83 0.43
*
```

(y)
ORCA calculation (wB97M-V/def2-TZVPD) on C3H9NO2 as an isolated structure.

Computed properties:
LUMO level in eV: 0.939
HOMO level in eV: -9.943
Orbital gap in hartree: 0.400

ORCA input file:
```
! RIJCOSX wB97M-V def2-TZVPD def2/J DEFGRID3
* xyz 0 1
N 0.56 -0.39 -0.89
C 0.10 1.84 0.01
C -0.47 0.65 -0.75
H 0.19 -1.20 -1.40
H 1.34 -0.03 -1.45
H 0.46 1.51 1.00
H -0.68 2.61 0.15
H 0.94 2.28 -0.55
H -1.31 0.21 -0.17
H -0.88 0.99 -1.72
O -1.12 -2.09 0.44
O 0.79 -1.21 1.28
C -0.33 -1.95 1.34
H 0.82 -0.82 0.37
H -0.42 -2.41 2.35
*
```

Which structure loses on stability? (w) does.